Below is a cluster of 9 separate species, C28H79N5O13 in total, with properties calculated with ωB97M-V with the def2-TZVPD basis set.

```
125
Properties=species:S:1:pos:R:3:forces:R:3
C 3.564966 1.274642 0.506983 -0.65 -0.07 0.59
C 3.849136 2.363692 1.580353 -0.53 -0.28 -1.25
O 5.103906 2.154652 2.222883 -0.70 -0.12 0.02
O 3.267586 -0.013488 1.118593 0.64 1.16 -0.14
H 4.361336 1.124752 -0.222007 0.42 0.25 0.21
H 2.695196 1.523382 -0.101077 -0.10 0.25 0.32
H 2.990296 2.432422 2.248003 0.11 -0.69 0.53
H 3.799436 3.358552 1.137763 0.49 0.13 -0.58
H 4.936526 2.291602 3.158203 0.23 -0.05 0.17
H 4.127696 -0.264718 1.463113 0.14 -0.29 0.36
C -2.034484 -4.353598 -0.875127 -1.25 0.26 0.32
C -3.448394 -3.722738 -1.039587 0.54 0.29 0.24
O -4.367574 -4.280648 -0.116337 -0.38 -0.73 -0.23
O -1.066054 -3.810268 -1.693047 0.21 0.16 -0.98
H -2.081484 -5.418858 -1.101197 -0.09 -0.08 0.30
H -1.747134 -4.155618 0.157513 -0.15 -0.51 0.49
H -3.855484 -3.825128 -2.045527 0.36 0.01 -0.25
H -3.461094 -2.664738 -0.777727 0.64 0.29 -0.38
H -4.997074 -4.712458 -0.698457 -0.32 -0.29 0.59
H -1.068104 -2.871968 -1.490107 0.45 0.59 0.04
C 3.430606 -2.944718 -6.258747 -1.89 -0.55 0.53
C 2.749586 -2.557078 -4.946537 0.52 0.87 0.45
O 2.909836 -3.550578 -3.968927 0.53 -1.00 -0.36
O 2.517716 -3.822438 -6.979677 1.07 0.42 0.00
H 4.364286 -3.436478 -5.985767 0.14 -0.07 -0.29
H 3.603146 -2.076128 -6.894257 -0.01 -0.11 0.04
H 1.684836 -2.337958 -5.026517 -0.12 0.06 -0.69
H 3.223016 -1.659898 -4.547727 0.17 0.50 -0.21
H 2.710226 -3.135018 -3.126867 -0.44 0.01 0.46
H 2.473006 -4.633208 -6.467577 -0.10 -0.13 0.09
C 0.270536 -0.529898 -0.652727 0.42 0.59 -0.19
C 1.059886 -0.941718 -1.901987 0.33 0.34 1.50
O 1.644156 -2.231278 -1.762947 -0.90 0.23 -1.64
O -0.977544 -1.113548 -0.565827 -1.20 -1.83 -0.82
H 0.033546 0.533642 -0.624197 0.88 0.59 -0.31
H 0.871136 -0.770138 0.224573 0.20 0.06 0.10
H 1.865186 -0.207638 -1.928727 0.15 0.28 -0.35
H 0.459506 -0.841168 -2.806167 0.03 -0.42 -0.06
H 1.975266 -2.361198 -0.871267 0.45 -0.01 1.05
H -1.314014 -0.958698 0.319843 0.02 0.30 0.71
C 0.732156 3.269632 6.381703 -0.34 1.95 -0.36
C 0.543716 2.638362 5.009403 -0.36 -0.31 0.11
C 0.338126 3.480382 3.729213 -0.23 0.45 0.42
O 0.072126 2.713492 2.547293 0.34 -0.25 1.53
C 0.040156 3.483652 1.370503 -1.08 -1.04 -0.22
N 1.722436 1.864462 4.841373 1.30 -1.02 -1.03
H 1.646926 3.861912 6.403903 0.48 -0.46 0.02
H 0.734826 2.503252 7.156783 0.06 0.05 -0.10
H 0.019376 4.050072 6.648093 -0.63 -0.33 -0.03
H -0.289964 1.945462 5.123273 -0.65 0.18 -0.30
H 1.218946 4.067902 3.470233 0.24 0.27 0.57
H -0.508244 4.139412 3.922673 -0.16 0.33 -0.16
H -0.340024 2.735562 0.674853 0.44 0.24 -0.68
H 1.005956 3.882832 1.060703 0.03 0.06 0.11
H -0.759734 4.223172 1.407573 0.23 0.54 0.19
H 1.947896 1.350682 5.681193 0.01 -0.14 0.03
H 1.503096 1.193552 4.118973 0.50 -0.42 -0.20
C 3.032026 2.336762 -3.563507 -0.91 0.93 -1.04
C 2.179266 3.532062 -3.033257 1.30 -1.18 -1.13
C 0.701356 3.502912 -3.432677 -0.53 -0.38 0.03
O 0.488096 3.209952 -4.787657 0.10 -0.60 -1.54
C -0.854464 2.931212 -5.255607 1.01 0.32 0.37
N 2.404046 3.504422 -1.590997 -1.19 0.58 0.05
H 3.016826 2.353572 -4.653267 0.04 -0.05 -0.08
H 2.617026 1.371752 -3.272577 0.08 0.11 0.31
H 4.075146 2.446892 -3.267057 -0.07 -0.10 0.25
H 2.559576 4.477262 -3.420647 0.35 -0.02 -0.46
H 0.286216 4.506022 -3.335017 -0.29 0.11 1.01
H 0.213706 2.731382 -2.836817 -0.37 0.14 0.50
H -1.202524 1.952572 -4.925137 0.01 -0.05 0.23
H -0.826914 2.927712 -6.345257 0.31 -0.06 0.09
H -1.573194 3.704062 -4.983147 0.00 0.14 0.38
H 1.963886 4.359552 -1.282597 -0.05 0.23 0.80
H 3.394676 3.653222 -1.462067 0.21 -0.02 0.16
C -3.799354 4.382402 -1.293867 2.41 -0.43 -0.01
C -4.365124 3.780242 -2.584577 -2.35 1.60 1.44
C -3.993564 2.356662 -3.014337 0.36 -0.98 1.03
O -4.369314 1.346702 -2.042447 -0.97 0.73 -0.31
C -3.414454 0.436142 -1.519097 -0.23 1.19 0.41
N -5.839004 3.937102 -2.413747 -0.87 -1.47 -0.56
H -4.180924 5.351422 -0.972137 -0.56 -0.11 -0.48
H -2.737924 4.583372 -1.438987 0.47 0.07 -0.05
H -3.790624 3.740732 -0.412797 -0.54 -0.39 -0.15
H -4.268454 4.511992 -3.386637 1.18 -0.37 -0.37
H -2.923684 2.211992 -3.164427 0.21 0.55 -0.20
H -4.509504 2.101712 -3.940027 -0.06 0.21 -0.08
H -3.015434 -0.271878 -2.245457 0.01 0.04 0.01
H -3.926034 -0.053648 -0.690547 -0.11 -0.44 -0.29
H -2.636964 1.005162 -1.009367 0.61 -0.06 -0.29
H -6.206254 3.218312 -1.806647 0.00 -0.31 0.06
H -6.118554 4.803832 -1.977007 0.46 0.20 -0.13
C 0.747886 -3.221308 1.956483 0.50 -0.44 -0.76
C 2.091696 -3.758828 1.516153 0.47 -2.74 0.86
C 1.929266 -5.144348 0.736733 -0.69 0.75 0.27
O 1.447936 -6.163458 1.649513 0.08 0.86 -0.92
C 0.505086 -7.049358 1.070673 0.32 -1.00 0.43
N 2.799066 -2.771558 0.784133 0.31 0.47 -2.16
H 0.116086 -3.956288 2.455203 0.32 0.15 0.40
H 0.266716 -3.032038 0.996923 -0.40 0.59 0.05
H 0.945246 -2.305578 2.513793 -0.58 0.01 0.16
H 2.809296 -3.989428 2.303533 -0.76 -0.58 1.07
H 2.819756 -5.482118 0.206593 0.61 0.03 0.50
H 1.239636 -5.016178 -0.097577 -0.57 0.22 0.07
H 0.880616 -7.664958 0.253283 0.46 0.47 -0.55
H -0.444434 -6.615868 0.756683 0.06 0.43 0.12
H 0.330006 -7.833218 1.807573 -0.33 0.32 0.41
H 3.728106 -3.119218 0.594043 0.20 0.19 -0.17
H 2.878696 -1.870208 1.232823 -0.27 -0.11 0.10
C -2.792694 -1.709458 2.563703 0.47 0.49 -0.30
C -2.391184 -0.241958 2.817713 -1.41 0.04 -0.18
C -2.247084 0.107162 4.269623 -1.39 -1.76 1.05
O -1.202434 -0.699528 4.811393 0.76 0.17 -0.24
C -1.215314 -0.859188 6.234453 -0.04 1.13 -1.17
N -1.170734 0.050462 2.150693 1.29 -0.69 -0.90
H -1.951284 -2.351728 2.823763 -0.23 -0.21 0.24
H -2.956834 -1.835208 1.493493 -0.01 -0.01 -0.11
H -3.726934 -2.003378 3.042143 0.20 0.01 0.28
H -3.197084 0.357492 2.394303 -0.11 0.33 0.07
H -3.152054 -0.274298 4.742503 -0.49 0.37 0.34
H -2.210204 1.184502 4.431133 0.62 0.11 0.19
H -1.093064 0.156652 6.610243 -0.25 0.00 0.76
H -0.345184 -1.433798 6.551943 -0.24 -0.22 -0.26
H -2.169214 -1.300078 6.523923 0.09 -0.07 0.37
H -0.517104 -0.373888 2.793183 0.90 -0.34 -0.35
H -0.882754 1.018502 2.159743 -0.43 0.37 0.11
```
Forces are in eV/Å.

## Properties
HOMO-LUMO gap (eV): 9.274
HOMO (Ha): -0.32919
SMILES: COC[C@H](C)N.COC[C@H](C)N.COC[C@H](C)N.COC[C@H](C)N.COC[C@H](C)N.OCCO.OCCO.OCCO.OCCO
ΔE to the lowest compared entry with this formula, charge and spin (kJ/mol): 262.9
Net charge: 0
Lowest unoccupied orbital energy (Eh): 0.0116

Here are the Mulliken charges for atoms 1 to 2, given in e: number 1, C, carries -0.19; number 2, C, carries 0.03